Density functional theory data (ωB97M-V/def2-TZVPD) for C2H5N3 in the gas phase in a non-equilibrium geometry.

Calculated values
orbital gap: 8.342 eV
DFT total energy: -243.40504 Eh

Geometry as XYZ:
```
10
Properties=species:S:1:pos:R:3:lowdin_charge:R:1
H -2.527 -0.480 0.141 0.09
H 1.860 -1.378 0.606 0.11
N -2.059 -0.030 -0.640 0.05
H 0.837 1.323 0.206 0.10
N 1.560 0.713 0.732 0.07
H -2.640 0.326 -1.377 0.07
C 1.140 -0.574 0.504 -0.29
C -0.736 0.016 -0.761 -0.29
H 2.556 0.870 0.668 0.08
N 0.010 -0.787 -0.079 0.00
```